Entry from OMol25: a cluster of 2 separate species, C6H14OSi in total (wB97M-V/def2-TZVPD).

Geometry as XYZ:
```
22
Properties=species:S:1:pos:R:3:forces:R:3:mulliken_charge:R:1
Si -1.170303 -0.157841 -0.021620 0.031 0.195 0.765 0.57
O 0.212345 -1.109484 0.006279 -3.828 -0.545 -0.041 -0.42
C 2.998959 -0.047235 -0.240629 0.289 1.269 -0.213 0.18
C -0.927027 1.356123 1.114504 5.039 1.540 -4.433 -1.14
C 2.686737 1.220029 -0.287927 1.804 -1.446 0.202 -0.67
C -1.900045 0.409847 -1.803701 0.877 1.602 4.882 -1.11
C -2.389781 -1.239567 0.972423 2.906 -1.619 0.556 -1.11
C 3.336110 -1.279048 -0.166737 0.875 -3.421 -1.054 -0.56
H -1.701436 -0.350242 -2.406949 0.184 -3.415 -2.909 0.35
H -2.334029 -2.283388 0.526614 -0.969 1.251 0.461 0.25
H 0.133464 1.388578 1.578238 -1.608 -0.360 -0.630 0.29
H -0.916640 2.327492 0.457476 -0.453 -1.529 1.393 0.26
H 3.374914 -1.810269 0.796012 -0.105 0.378 -0.381 0.26
H -1.396829 1.267626 -2.177711 0.379 0.922 -0.148 0.37
H -1.584908 1.369498 1.857478 -2.968 0.379 3.043 0.48
H 1.086621 -0.876401 -0.111045 2.655 0.862 -0.489 0.28
H 3.526553 1.904484 -0.174914 -0.709 0.388 -0.160 0.27
H -2.072050 -1.385643 2.067200 0.235 0.309 -1.585 0.27
H 3.583058 -1.979900 -1.077279 -0.496 1.788 1.692 0.22
H -3.288739 -0.730022 1.113574 -2.076 0.228 -0.502 0.40
H -2.924759 0.618529 -1.579803 -0.745 -0.004 -0.332 0.29
H 1.667794 1.386831 -0.441489 -1.316 1.229 -0.117 0.25
```
Forces are in eV/Å.

Its frontier orbital gap is 10.8 eV. The energy is -16372.75608 eV. Its molecular weight is 130.263 g/mol. As for the energy above the lowest of the compared OMol25 structures with the same formula, charge and spin: 3.087 eV. Its structure (SMILES) is C[Si](C)(C)O.C=C=C.

=====

Entry from OMol25: an isolated molecule of C3H2O3S2 (wB97M-V/def2-TZVPD).

Geometry as XYZ:
```
10
Properties=species:S:1:pos:R:3:forces:R:3:mulliken_charge:R:1
S 0.026535 2.126401 -0.602346 0.976 3.567 -1.406 -0.24
S -1.457437 -1.351204 -0.662476 0.370 1.378 0.574 -0.24
O 1.662627 -0.490210 1.449190 -0.198 1.031 -5.291 -0.46
O -2.223364 0.699861 0.787584 1.367 -0.238 -1.035 -0.38
O 1.978930 -0.614726 -1.081078 -1.467 1.520 4.806 -0.42
C 0.169786 0.702059 -0.036377 -0.912 -2.139 1.525 0.31
C 1.395131 -0.163925 0.275940 0.219 -1.700 0.484 0.45
C -1.188448 0.113505 0.109574 -1.878 -3.311 0.216 0.29
H 2.668048 -1.205820 -0.772480 0.581 -0.482 -0.167 0.34
H -3.031804 0.184060 0.532468 0.942 0.375 0.294 0.35
```
Forces are in eV/Å.

Its frontier orbital gap is 7.7 eV. The energy is -30953.94881 eV. Its molecular weight is 150.180 g/mol. As for the energy above the lowest of the compared OMol25 structures with the same formula, charge and spin: 1.656 eV. Its structure (SMILES) is O=C(O)C(=S)C(O)=S.

=====

Entry from OMol25: an isolated molecule of C23H27F3N4O4 (wB97M-V/def2-TZVPD).

Geometry as XYZ:
```
61
Properties=species:S:1:pos:R:3:forces:R:3:mulliken_charge:R:1
F -1.108569 2.126400 3.183881 -0.066 -0.213 -0.050 -0.24
F -0.277183 3.745997 2.040639 0.083 0.038 -0.315 -0.30
F 0.613215 3.181500 3.911387 0.207 -0.088 0.055 -0.29
O 3.375205 -3.276391 -1.163607 -0.273 0.036 0.098 -0.70
O 0.678948 -4.416750 0.359971 0.087 0.157 -0.238 -0.68
O -3.590107 1.125846 -1.173692 -0.005 -0.271 0.194 -0.47
O -1.445820 1.431136 -0.514786 0.243 0.341 -0.162 -0.31
N -1.091189 -2.095187 -0.987910 0.197 0.217 -0.309 -0.27
N 2.587697 1.276060 -1.157486 0.252 0.252 -0.288 -0.02
N 1.695058 -0.829923 -2.371021 -0.070 -0.346 0.170 -0.01
N -2.744398 -0.141749 0.470579 -0.096 0.079 -0.042 0.21
C 0.833838 0.316241 -2.565521 -0.241 0.116 -0.137 1.46
C 3.081326 -0.590866 -2.705899 0.353 0.018 -0.060 -0.77
C -3.868200 -1.045186 0.383067 -0.345 -0.197 -0.225 -0.88
C -3.468208 2.228929 -2.069221 0.227 0.356 -0.356 -0.27
C 2.180566 0.997999 0.141611 -0.047 -0.061 0.575 0.83
C -2.892029 1.804805 -3.413190 -0.147 -0.016 0.421 -0.75
C 0.055112 2.687272 2.787927 -0.205 0.234 0.289 0.69
C 0.222598 -2.396627 -0.998516 0.120 0.257 -0.345 0.47
C 3.651323 0.523074 -1.787962 0.099 0.004 -0.080 -0.85
C -1.694553 -0.567191 1.380670 0.348 0.042 0.207 0.79
C 1.571732 1.608002 -2.131128 -0.156 -0.129 0.001 -1.08
C -1.955311 -2.664343 0.035775 -0.136 -0.329 0.423 -0.15
C 2.203876 -2.979593 -1.072306 0.620 -0.025 -0.132 0.06
C 0.962867 -3.513502 -0.395654 -0.258 -0.380 0.523 0.05
C -1.606592 -2.094717 1.418113 -0.046 0.023 -0.276 -1.24
C 1.345258 1.916619 0.789975 -0.050 -0.102 0.198 -0.08
C 1.376081 -1.879582 -1.600228 -0.343 0.076 -0.041 1.03
C 2.204390 -0.319701 2.173300 -0.155 0.080 0.246 -1.16
C 2.606523 -0.120487 0.865421 -0.021 0.086 -0.300 -0.67
C 0.951080 1.703371 2.095885 0.031 -0.011 -0.063 0.08
C -3.422582 -2.354641 -0.294993 0.035 0.133 0.128 -0.91
C -2.508101 0.850370 -0.410336 -0.273 -0.006 0.032 0.48
C 1.370536 0.582914 2.806087 0.016 0.069 -0.091 -0.82
H 0.537771 0.380216 -3.620418 -0.067 0.039 0.075 0.39
H 1.008759 2.802768 0.279110 -0.024 0.080 -0.053 0.70
H -3.532005 -2.275249 -1.377725 -0.044 -0.031 -0.033 0.33
H -1.776842 -3.743546 0.035864 -0.075 0.162 0.009 0.62
H -1.864351 1.471466 -3.291977 0.092 -0.030 -0.019 -0.04
H -2.300452 -2.509254 2.149088 -0.008 -0.075 0.081 0.50
H 4.311533 0.110812 -1.028388 -0.006 0.007 -0.042 0.44
H -4.672616 -0.569631 -0.175110 0.024 -0.093 0.172 0.37
H 1.050322 0.431626 3.824441 -0.022 -0.029 0.128 0.45
H -4.218121 -1.240574 1.399888 -0.048 0.020 -0.044 0.39
H 4.237402 1.227178 -2.390190 0.034 -0.112 0.040 0.42
H 2.065992 2.081864 -2.983194 -0.060 0.021 0.028 0.32
H -3.482148 0.995923 -3.838006 -0.037 -0.051 -0.083 0.30
H 0.843538 2.301144 -1.716451 0.014 0.041 -0.108 0.42
H -0.054078 0.207894 -1.946352 0.017 0.026 -0.046 -1.77
H 3.642802 -1.516205 -2.588786 -0.022 0.065 -0.073 0.41
H -0.600159 -2.398459 1.703181 0.000 -0.040 0.065 0.51
H 2.540261 -1.200420 2.698561 0.052 -0.100 0.051 0.45
H 3.242941 -0.863907 0.412667 0.089 -0.068 -0.099 0.36
H -1.379768 -1.200256 -1.355468 0.140 -0.095 0.004 0.02
H -4.059425 -3.170380 0.044798 -0.022 -0.054 -0.031 0.43
H 3.124798 -0.280065 -3.754544 0.031 -0.030 0.034 0.37
H -2.907100 2.649524 -4.095588 0.013 0.086 -0.124 0.41
H -0.757245 -0.128716 1.031819 -0.102 -0.072 0.091 -1.07
H -2.835178 2.993703 -1.608726 -0.180 -0.079 -0.056 0.25
H -1.901337 -0.169537 2.379358 0.106 -0.001 -0.063 0.45
H -4.485164 2.609482 -2.184885 0.122 -0.024 0.045 0.36
```
Forces are in eV/Å.

Its frontier orbital gap is 8.3 eV. The energy is -46592.85101 eV. Its molecular weight is 480.487 g/mol. As for the energy above the lowest of the compared OMol25 structures with the same formula, charge and spin: 0.000 eV. Its structure (SMILES) is CCOC(=O)N1CCC(Nc2c(N3CCN(c4cccc(C(F)(F)F)c4)CC3)c(=O)c2=O)CC1.

=====

| no. | maximum force (eV/A) |
| --- | --- |
| 1 | 6.9 |
| 2 | 5.4 |
| 3 | 0.7 |